Record 1
Here is a 11-piece molecular cluster, C54H130B2F8N8O20 overall from the OMol25 dataset. Energies are from ωB97M-V/def2-TZVPD.

Structure (XYZ):
```
222
Properties=species:S:1:pos:R:3:lowdin_charge:R:1
C 1.6282 14.5587 -3.9838 -0.024
C 1.9245 13.1999 -4.0162 -0.338
C 0.9211 12.1398 -4.1866 -0.357
O 1.2450 10.8742 -4.4672 -0.069
C -0.3766 12.4788 -4.0958 -0.006
C -0.7990 13.8688 -3.9031 -0.261
C 0.3063 14.9805 -3.9209 -0.343
O -0.0716 16.1660 -3.6796 -0.080
O -2.0141 14.2206 -3.8891 -0.051
O 3.1951 12.9758 -4.1083 -0.032
H 2.4362 15.2731 -3.9267 0.099
H -1.1595 11.7358 -4.1328 0.106
C -2.8628 9.7685 -7.5622 -0.054
O -2.9396 10.6034 -6.3471 -0.185
C -3.1775 11.9913 -6.6273 -0.204
C -4.3250 12.5757 -5.7966 -0.055
N -3.9500 12.3701 -4.2927 0.088
H -3.5475 11.4447 -4.3346 0.118
H -3.1950 12.9699 -3.9922 0.060
C -4.9616 12.7792 -3.1367 -0.043
C -5.6216 14.1285 -3.1698 -0.275
O -6.1867 14.3366 -1.9225 -0.148
C -6.5761 15.7147 -1.8399 -0.065
H -2.3846 8.7996 -7.4187 0.074
H -2.2246 10.1666 -8.3510 0.092
H -3.9004 9.7456 -7.8951 0.079
H -3.3433 12.4043 -7.6223 0.137
H -2.2676 12.4948 -6.3006 0.112
H -5.2563 12.0642 -6.0396 0.126
H -4.5514 13.6371 -5.8974 0.121
H -4.2493 12.6732 -2.3186 0.116
H -5.7084 11.9910 -3.0414 0.141
H -6.4296 14.0032 -3.8907 0.132
H -4.9104 14.8041 -3.6450 0.118
H -7.2324 15.7079 -0.9697 0.111
H -7.2229 15.8665 -2.7041 0.090
H -5.7709 16.4394 -1.9611 0.080
C 2.6639 15.6727 -6.8528 -0.060
O 1.3746 16.0748 -7.4238 -0.150
C 1.0795 17.4546 -7.1819 -0.207
C -0.4126 17.8821 -7.2469 -0.012
N -1.0887 16.9371 -6.1737 0.075
H -0.9532 16.0771 -6.6857 0.140
H -0.6019 16.8570 -5.2923 0.087
C -2.6313 17.0769 -5.9665 -0.046
C -2.8810 17.7887 -4.6309 -0.246
O -2.0052 18.8322 -4.4069 -0.205
C -2.4266 20.2468 -4.6068 -0.022
H 2.5514 14.6125 -6.6261 0.074
H 2.9699 16.0657 -5.8832 0.072
H 3.4555 15.6560 -7.6020 0.093
H 1.4892 18.1939 -7.8701 0.129
H 1.5207 17.8517 -6.2677 0.108
H -0.9491 17.5929 -8.1505 0.139
H -0.5979 18.8665 -6.8169 0.118
H -2.8729 16.0142 -5.9886 0.110
H -3.2321 17.5751 -6.7274 0.134
H -2.6276 17.0620 -3.8591 0.094
H -3.9576 17.9286 -4.5334 0.135
H -2.7324 20.4904 -5.6243 0.093
H -1.7245 20.9469 -4.1541 0.081
H -3.4191 20.3329 -4.1645 0.089
C 6.3878 11.1518 -0.5672 -0.070
O 6.3085 10.8019 -1.9303 -0.196
C 5.1703 10.1332 -2.3702 -0.184
C 5.1963 9.9262 -3.9877 -0.037
N 5.5162 11.2049 -4.7635 0.113
H 4.7072 11.7609 -4.5259 0.098
H 6.4138 11.6170 -4.5522 0.160
C 5.5377 10.9270 -6.3158 -0.042
C 5.6633 12.2006 -7.2025 -0.158
O 6.8908 12.8034 -6.7796 -0.210
C 7.2359 14.1348 -7.0233 -0.102
H 7.2602 11.7905 -0.4286 0.104
H 6.1902 10.3098 0.0961 0.099
H 5.4805 11.7454 -0.4557 0.061
H 4.2430 10.6597 -2.1446 0.088
H 5.0586 9.1572 -1.8981 0.131
H 4.1703 9.7657 -4.3190 0.112
H 5.8545 9.0575 -4.0008 0.133
H 4.5514 10.5379 -6.5687 0.106
H 6.2946 10.1720 -6.5285 0.143
H 4.7901 12.8293 -7.0285 0.110
H 5.7923 11.9395 -8.2528 0.131
H 7.4364 14.2135 -8.0918 0.096
H 8.1722 14.2527 -6.4779 0.095
H 6.5586 14.9033 -6.6508 0.073
C 1.2490 18.9277 2.0217 -0.058
O 0.4122 18.2610 1.0415 -0.222
C -0.0955 19.1613 0.0026 -0.144
C -0.7605 18.1140 -0.9666 -0.077
N -1.7912 17.2075 -0.2412 0.118
H -1.5076 17.0964 0.7218 0.144
H -2.6486 17.7365 -0.3122 0.175
C -1.8209 15.7724 -0.8800 -0.047
C -2.7647 14.8123 -0.1435 -0.190
O -2.6090 15.0683 1.2576 -0.190
C -3.1164 14.0167 2.0356 -0.070
H 0.8091 19.8530 2.3939 0.097
H 2.1989 19.1972 1.5599 0.079
H 1.4815 18.2100 2.8084 0.098
H 0.6423 19.6456 -0.6370 0.118
H -0.8578 19.8337 0.3962 0.131
H 0.0222 17.5006 -1.4129 0.106
H -1.2191 18.5677 -1.8451 0.116
H -0.8157 15.3799 -1.0340 0.128
H -2.3056 15.9550 -1.8391 0.100
H -2.6774 13.7946 -0.5241 0.117
H -3.7859 14.9514 -0.4983 0.114
H -4.1307 13.7946 1.7039 0.100
H -3.0751 14.4065 3.0527 0.108
H -2.5169 13.1332 1.8161 0.089
C -6.0682 4.7386 -10.0666 -0.093
O -6.5326 5.5631 -9.0435 -0.185
C -6.8825 6.8309 -9.4782 -0.221
C -7.1030 7.6992 -8.1888 -0.025
N -5.8032 7.5101 -7.3102 0.079
H -5.8141 6.5686 -6.9448 0.142
H -4.9763 7.4114 -7.8818 0.155
C -5.7583 8.4133 -6.0095 -0.019
C -4.6158 7.8396 -5.0825 -0.141
O -4.8465 6.4350 -4.7906 -0.158
C -3.9037 6.0113 -3.8922 -0.132
H -5.4548 3.9541 -9.6236 0.100
H -5.2584 5.1453 -10.6723 0.093
H -6.8574 4.3534 -10.7123 0.110
H -7.7032 6.7520 -10.1911 0.142
H -6.1010 7.2722 -10.0967 0.120
H -7.9282 7.2206 -7.6614 0.134
H -7.4774 8.7110 -8.3439 0.131
H -6.7608 8.4054 -5.5817 0.139
H -5.5237 9.3570 -6.5019 0.093
H -4.5385 8.4911 -4.2120 0.124
H -3.7237 7.8628 -5.7084 0.105
H -4.3423 5.0797 -3.5345 0.110
H -3.7852 6.4290 -2.8924 0.097
H -2.9305 5.8645 -4.3607 0.085
C 3.1383 10.4947 -9.8159 -0.027
O 2.6420 9.6698 -8.6620 -0.210
C 1.2674 10.0504 -8.3340 -0.168
C 0.5814 8.8118 -7.5877 -0.030
N 1.4922 8.4785 -6.3677 0.079
H 2.4037 8.2287 -6.7241 0.138
H 1.6437 9.3816 -5.9417 0.105
C 0.9922 7.5940 -5.2664 -0.084
C 0.5175 6.1261 -5.6219 -0.078
O -0.6309 6.1928 -6.5802 -0.223
C -1.0272 4.9685 -7.1186 -0.130
H 2.4593 10.3124 -10.6488 0.082
H 4.0587 10.0642 -10.2104 0.100
H 3.0744 11.5258 -9.4681 0.082
H 0.6364 10.3249 -9.1793 0.113
H 1.2906 10.8937 -7.6438 0.110
H 0.5292 7.9354 -8.2336 0.132
H -0.3434 8.9513 -7.0279 0.094
H 0.2457 8.1716 -4.7213 0.109
H 1.7731 7.8128 -4.5381 0.114
H 0.2219 5.6579 -4.6830 0.106
H 1.3521 5.5127 -5.9616 0.131
H -2.0194 5.0585 -7.5606 0.082
H -1.0387 4.1438 -6.4060 0.091
H -0.3190 4.5403 -7.8280 0.094
C 5.9488 15.1348 -1.7511 -0.068
O 4.9208 15.9351 -2.3610 -0.216
C 4.3514 16.9343 -1.4637 -0.155
C 3.9162 18.1288 -2.3739 -0.050
N 5.1189 18.7524 -3.1508 0.082
H 5.7875 19.1809 -2.5267 0.177
H 5.5704 17.9688 -3.6003 0.151
C 4.6578 19.5819 -4.3868 -0.033
C 3.5121 20.6047 -4.2912 -0.198
O 2.2906 19.9253 -4.4882 -0.212
C 1.0970 20.7656 -4.5059 -0.045
H 6.8307 15.7171 -1.4842 0.092
H 6.3491 14.3920 -2.4412 0.093
H 5.5501 14.6621 -0.8534 0.084
H 5.1359 17.2689 -0.7850 0.122
H 3.5526 16.5136 -0.8530 0.126
H 3.3320 18.9206 -1.9051 0.128
H 3.3611 17.6612 -3.1870 0.116
H 4.6312 18.7992 -5.1450 0.139
H 5.6340 20.0538 -4.4983 0.138
H 3.6853 21.4594 -4.9450 0.138
H 3.4818 21.1696 -3.3595 0.132
H 0.2500 20.3238 -5.0307 0.055
H 1.3092 21.5116 -5.2718 0.100
H 0.8205 21.1929 -3.5421 0.098
C 2.4238 13.3101 0.5184 -0.079
O 1.8843 11.9787 0.4674 -0.187
C 1.4988 11.4863 -0.8682 -0.155
C 0.1671 10.9247 -0.9808 -0.110
N -0.2863 9.8533 -0.0328 0.078
H -0.2461 10.2869 0.8785 0.166
H -1.2386 9.5875 -0.2391 0.118
C 0.4648 8.5522 0.1804 -0.045
C 1.2563 8.0353 -1.0954 -0.119
O 0.4140 7.7542 -2.2732 -0.200
C -0.4910 6.6330 -2.1111 -0.074
H 1.8072 14.1322 0.1548 0.078
H 3.3471 13.2630 -0.0590 0.069
H 2.7315 13.3602 1.5628 0.102
H 2.2846 10.8136 -1.2120 0.110
H 1.4444 12.3969 -1.4647 0.114
H -0.1028 10.4031 -1.8990 0.137
H -0.6610 11.6306 -0.9170 0.127
H -0.2259 7.8014 0.5643 0.133
H 1.0905 8.7457 1.0518 0.136
H 1.5941 7.0864 -0.6787 0.123
H 2.1938 8.5617 -1.2746 0.113
H -1.2401 6.6763 -1.3204 0.082
H 0.0225 5.6809 -1.9773 0.102
H -1.0177 6.6538 -3.0652 0.066
B -3.5774 9.9826 -1.2287 -1.364
F -2.7854 8.8168 -1.2430 0.106
F -4.7621 9.7734 -0.5117 0.129
F -2.9256 11.0018 -0.5845 0.140
F -3.8429 10.2504 -2.5255 0.160
B 4.7136 7.0420 -5.6847 -1.495
F 4.7819 8.1596 -6.4769 0.135
F 5.9089 6.6529 -5.1659 0.172
F 3.8789 7.3601 -4.6564 0.132
F 4.1595 6.0400 -6.3914 0.179
```

Summary:
max |F|: 5.92 eV/Å
charge: +4
orbital gap: 7.251 eV
E_tot: -134032.440 eV


Record 2
Here is a 9-piece molecular cluster, C54H135N9O18 overall from the OMol25 dataset. Energies are from ωB97M-V/def2-TZVPD.

Structure (XYZ):
```
216
Properties=species:S:1:pos:R:3:lowdin_charge:R:1
C 18.2143 1.1393 7.1097 -0.080
O 19.0787 0.1968 6.3799 -0.204
C 18.5566 -1.1409 6.1602 -0.185
C 18.7516 -1.9450 7.4959 -0.213
N 18.0289 -3.2042 7.6911 -0.084
C 18.4530 -4.2692 6.7674 -0.211
C 17.6291 -5.4444 7.1577 -0.223
O 17.9351 -6.5545 6.2412 -0.184
C 17.3636 -7.7451 6.7924 -0.121
H 17.8049 0.8817 8.0865 0.070
H 17.3347 1.2616 6.4777 0.079
H 18.7539 2.0652 7.3090 0.084
H 19.0307 -1.6897 5.3463 0.108
H 17.5059 -1.1287 5.8706 0.113
H 18.3541 -1.3628 8.3273 0.103
H 19.8154 -2.0411 7.7128 0.115
H 18.3823 -3.4584 8.6025 0.101
H 19.5112 -4.4806 6.9207 0.124
H 18.2908 -3.8784 5.7629 0.120
H 16.5822 -5.1442 7.1137 0.120
H 17.6805 -5.7081 8.2141 0.117
H 16.2777 -7.6584 6.7564 0.083
H 17.6579 -7.9476 7.8222 0.081
H 17.6565 -8.5799 6.1556 0.084
C 8.4911 -8.0903 8.8722 -0.093
O 9.8940 -7.9512 9.2431 -0.223
C 10.6553 -6.8264 8.6632 -0.173
C 10.0701 -5.4729 9.0576 -0.224
N 8.9530 -5.1022 8.1934 -0.089
C 8.2440 -3.8551 8.5181 -0.182
C 7.6037 -3.2870 7.2055 -0.162
O 8.5752 -3.0203 6.1282 -0.205
C 9.1451 -1.7236 6.2569 -0.122
H 7.8858 -7.3136 9.3394 0.065
H 8.0796 -9.0566 9.1638 0.081
H 8.4792 -7.8651 7.8057 0.074
H 10.6952 -6.9737 7.5839 0.112
H 11.6647 -6.9504 9.0554 0.117
H 10.8379 -4.6994 9.0403 0.110
H 9.7563 -5.5711 10.0968 0.122
H 9.3204 -5.2156 7.2594 0.103
H 8.9501 -3.1987 9.0268 0.102
H 7.4662 -4.1673 9.2149 0.113
H 7.0428 -2.3661 7.3647 0.113
H 6.9602 -4.0960 6.8597 0.116
H 9.2653 -1.4736 7.3110 0.076
H 8.4907 -0.9637 5.8299 0.082
H 10.1303 -1.5926 5.8094 0.085
C 27.2401 -6.4119 -1.8798 -0.130
O 26.4188 -5.7640 -2.8063 -0.199
C 26.1829 -6.4983 -3.9903 -0.208
C 25.0544 -5.8017 -4.7665 -0.223
N 24.6784 -6.3479 -6.0636 -0.066
C 23.7145 -5.4232 -6.6954 -0.189
C 23.1216 -6.0456 -8.0235 -0.205
O 24.1887 -6.1492 -8.9744 -0.221
C 23.7605 -6.9263 -10.1618 -0.072
H 27.3220 -5.8156 -0.9710 0.088
H 28.2524 -6.6133 -2.2302 0.085
H 26.8031 -7.3632 -1.5764 0.083
H 25.9154 -7.5166 -3.7084 0.121
H 27.1282 -6.4622 -4.5317 0.122
H 25.1461 -4.7161 -4.7308 0.116
H 24.1481 -5.9193 -4.1725 0.114
H 25.4450 -6.3816 -6.7203 0.102
H 24.1858 -4.4638 -6.9089 0.111
H 22.9628 -5.1881 -5.9419 0.110
H 22.3399 -5.4796 -8.5300 0.111
H 22.7303 -7.0469 -7.8436 0.110
H 22.8619 -6.4866 -10.5944 0.077
H 23.5366 -7.9685 -9.9343 0.081
H 24.5810 -6.8394 -10.8741 0.083
C 21.8462 -17.1307 2.9935 -0.090
O 21.9552 -15.7493 3.3620 -0.188
C 20.9538 -14.8859 2.9772 -0.258
C 21.0370 -13.4471 3.5738 -0.185
N 21.8656 -12.5966 2.6832 -0.067
C 21.8548 -11.2364 3.2008 -0.234
C 22.9346 -10.3377 2.6185 -0.209
O 22.8654 -9.0503 3.2258 -0.192
C 22.0775 -8.0416 2.5953 -0.109
H 22.6182 -17.6851 3.5270 0.086
H 21.8659 -17.2688 1.9125 0.087
H 20.9504 -17.6186 3.3776 0.079
H 19.9790 -15.3612 3.0867 0.112
H 20.9453 -14.7585 1.8947 0.114
H 21.3502 -13.4483 4.6178 0.117
H 20.0125 -13.0795 3.5154 0.112
H 22.7712 -13.0073 2.8600 0.105
H 22.0028 -11.2900 4.2794 0.116
H 20.8803 -10.8096 2.9636 0.121
H 22.8339 -10.2572 1.5361 0.120
H 23.9037 -10.7473 2.9034 0.122
H 22.2316 -8.0260 1.5164 0.077
H 22.4540 -7.0359 2.7821 0.082
H 21.0068 -8.0886 2.7943 0.082
C 19.5875 -0.0118 -4.6686 -0.122
O 18.8788 -0.3142 -5.8566 -0.194
C 17.7557 0.5914 -5.9958 -0.202
C 16.6748 0.3939 -4.9619 -0.259
N 15.3631 0.8445 -5.2610 -0.086
C 15.1940 2.2741 -5.3601 -0.198
C 13.7696 2.5429 -5.7928 -0.216
O 13.7770 3.9090 -6.1886 -0.204
C 12.5698 4.4862 -6.6401 -0.115
H 19.0951 -0.2520 -3.7263 0.084
H 19.8941 1.0242 -4.8129 0.088
H 20.4956 -0.6146 -4.6763 0.085
H 17.3626 0.4376 -7.0008 0.131
H 18.1682 1.5983 -5.9321 0.110
H 16.8745 0.8010 -3.9706 0.118
H 16.6158 -0.6852 -4.8201 0.129
H 14.9795 0.5129 -4.3874 0.106
H 15.9065 2.5724 -6.1292 0.125
H 15.3619 2.7988 -4.4195 0.127
H 13.0833 2.3804 -4.9617 0.118
H 13.3766 1.9281 -6.6026 0.121
H 12.7759 5.4890 -7.0143 0.083
H 11.8177 4.5805 -5.8568 0.084
H 12.1951 3.9734 -7.5259 0.082
C 12.8827 2.0605 2.1018 -0.121
O 13.6760 1.9680 0.9656 -0.189
C 14.0700 0.7141 0.5165 -0.212
C 12.9665 0.0842 -0.4054 -0.218
N 13.4063 -1.0922 -1.1271 -0.085
C 12.3100 -1.6946 -1.9386 -0.192
C 12.7189 -2.9122 -2.7505 -0.215
O 12.9283 -3.9750 -1.8620 -0.196
C 13.4761 -5.1687 -2.2872 -0.114
H 12.6071 3.1112 2.1921 0.088
H 13.4445 1.8342 3.0080 0.088
H 11.9323 1.5374 1.9964 0.086
H 14.1263 -0.0078 1.3313 0.115
H 15.0205 0.7495 -0.0158 0.121
H 12.5957 0.8218 -1.1171 0.119
H 12.1649 -0.3195 0.2130 0.106
H 13.7388 -1.7888 -0.4757 0.100
H 11.9619 -0.8969 -2.5947 0.117
H 11.5475 -1.9898 -1.2178 0.116
H 13.6419 -2.7695 -3.3124 0.124
H 11.8360 -3.0669 -3.3708 0.121
H 14.2726 -4.9776 -3.0063 0.085
H 12.6935 -5.7717 -2.7477 0.093
H 14.0054 -5.7638 -1.5430 0.065
C 17.5191 -6.2494 -2.1012 -0.099
O 16.9149 -6.2065 -0.8103 -0.213
C 17.0525 -4.9804 -0.0457 -0.216
C 16.2774 -5.0402 1.2257 -0.241
N 14.8522 -4.9393 0.9609 -0.034
C 14.1821 -5.4995 2.1755 -0.188
C 12.6645 -5.5136 2.0752 -0.218
O 12.0795 -6.4348 2.9901 -0.186
C 10.7260 -6.6791 2.6608 -0.123
H 18.5940 -6.1042 -1.9931 0.082
H 17.0814 -5.4508 -2.7003 0.077
H 17.3234 -7.2115 -2.5745 0.086
H 16.8128 -4.0805 -0.6122 0.123
H 18.1104 -4.8925 0.2020 0.118
H 16.5989 -4.1861 1.8215 0.124
H 16.6078 -5.9269 1.7668 0.119
H 14.4860 -5.4554 0.1737 0.062
H 14.5297 -5.0098 3.0852 0.119
H 14.5581 -6.5186 2.2654 0.113
H 12.4021 -5.9141 1.0960 0.110
H 12.2001 -4.5287 2.1237 0.125
H 10.3823 -7.2419 3.5287 0.088
H 10.5628 -7.1254 1.6798 0.087
H 10.0728 -5.8070 2.6877 0.081
C 0.2490 -1.9460 -5.1826 -0.103
O 0.1570 -1.0803 -4.0262 -0.208
C 0.8496 0.1294 -4.3119 -0.219
C 0.7617 0.9497 -3.0332 -0.236
N 1.7455 0.6832 -2.0261 -0.055
C 1.5046 -0.6109 -1.3619 -0.198
C 2.3793 -0.8238 -0.1246 -0.214
O 3.7023 -1.1934 -0.4868 -0.204
C 4.5361 -1.8164 0.4764 -0.105
H 1.2568 -2.3385 -5.3180 0.086
H -0.1396 -1.5650 -6.1270 0.081
H -0.4298 -2.7902 -5.0617 0.081
H 0.1699 0.5716 -5.0403 0.119
H 1.8665 -0.0190 -4.6753 0.127
H -0.2184 0.8510 -2.5665 0.123
H 0.9080 1.9942 -3.3083 0.113
H 2.5949 0.6201 -2.5690 0.104
H 1.5708 -1.4361 -2.0710 0.111
H 0.4548 -0.6598 -1.0725 0.120
H 1.9460 -1.5713 0.5399 0.115
H 2.3641 0.1355 0.3928 0.118
H 4.0072 -2.6933 0.8498 0.080
H 4.5780 -1.1465 1.3352 0.078
H 5.5673 -2.0241 0.1907 0.087
C 17.4761 -11.9634 -1.2913 -0.107
O 16.1344 -11.7677 -0.8228 -0.213
C 16.0172 -11.3386 0.5813 -0.182
C 14.5662 -11.3361 1.1060 -0.231
N 14.1267 -12.6901 1.1698 -0.056
C 12.7036 -12.7168 1.4440 -0.227
C 12.0602 -14.0618 1.4934 -0.267
O 12.3008 -14.8282 0.3527 -0.191
C 11.7610 -16.1595 0.4293 -0.085
H 17.4215 -11.9467 -2.3798 0.083
H 17.8787 -12.9156 -0.9456 0.082
H 18.1323 -11.1436 -0.9992 0.079
H 16.3938 -10.3171 0.6342 0.111
H 16.6116 -11.9920 1.2199 0.116
H 13.9528 -10.7298 0.4396 0.120
H 14.6292 -10.9920 2.1383 0.125
H 14.2757 -13.1203 0.2683 0.110
H 12.1115 -12.1618 0.7164 0.118
H 12.4560 -12.2563 2.4004 0.126
H 10.9796 -13.9228 1.5278 0.117
H 12.2683 -14.6355 2.3966 0.121
H 12.0568 -16.7469 1.2985 0.084
H 11.9529 -16.8144 -0.4207 0.084
H 10.6993 -15.9130 0.4385 0.083
```

Summary:
SMILES string: COCCNCCOC.COCCNCCOC.COCCNCCOC.COCCNCCOC.COCCNCCOC.COCCNCCOC.COCCNCCOC.COCCNCCOC.COCCNCCOC
relative energy (zero: lowest compared OMol25 entry of this formula, charge and spin): 7.340 eV
max |F|: 2.46 eV/Å
orbital gap: 8.924 eV
E_tot: -108435.246 eV